Below is a structure of composition C32H30AsN2O5ReS4Te, with properties calculated with wB97M-V/def2-TZVPD.

XYZ file:
```
76
Properties=species:S:1:pos:R:3:lowdin_spin:R:1
Re 0.094 -1.946 -0.710 0.81
O -3.185 3.694 -2.884 0.04
C -3.392 2.649 -3.520 0.00
O -4.097 2.350 -4.478 0.04
C -2.686 1.454 -2.856 0.03
C -2.986 1.069 -1.544 0.01
C -2.276 0.063 -0.949 0.00
N -1.250 -0.562 -1.576 0.02
C -0.979 -0.206 -2.852 0.00
C -1.683 0.747 -3.533 0.01
C 0.222 -0.906 -3.419 0.00
O 0.590 -0.884 -4.549 0.01
O 0.869 -1.549 -2.429 0.01
H -3.755 1.592 -0.993 0.00
H -2.481 -0.236 0.071 0.00
H -1.442 0.975 -4.563 0.00
S 0.796 -5.575 -2.454 0.05
As 0.475 -5.017 -0.375 0.02
S 1.875 -3.329 -0.088 0.08
S -0.799 -4.203 -2.064 0.00
S -0.289 -6.051 1.177 0.00
C 6.507 0.317 3.601 0.00
C 5.171 0.163 2.940 0.00
C 4.004 0.076 3.685 0.00
C 2.752 -0.052 3.093 0.00
C 1.566 -0.194 4.013 0.00
C 2.696 -0.072 1.688 0.00
Te 0.741 0.165 0.919 -0.01
N -1.077 -2.344 0.468 -0.07
C -2.126 -2.504 1.431 0.00
O -1.900 -2.023 2.507 -0.01
C -3.306 -3.243 0.981 0.00
C -4.131 -3.821 1.948 0.00
C -5.258 -4.515 1.550 0.00
C -5.573 -4.613 0.199 0.00
C -4.766 -4.019 -0.762 0.00
C -3.626 -3.337 -0.374 0.00
C 0.482 2.010 -0.108 0.00
C 0.806 2.317 -1.433 0.00
C 1.698 1.506 -2.321 0.00
C 0.322 3.507 -1.966 0.00
C -0.450 4.393 -1.239 0.00
C -0.960 5.663 -1.838 0.00
C -0.717 4.077 0.093 0.00
C -0.272 2.906 0.682 0.00
C -0.591 2.690 2.140 0.00
C 3.860 -0.068 0.908 0.00
C 3.869 -0.272 -0.578 0.00
C 5.079 0.059 1.557 0.00
H 6.411 0.405 4.681 0.00
H 7.020 1.205 3.228 0.00
H 7.144 -0.542 3.383 0.00
H 4.064 0.093 4.766 0.00
H 1.882 -0.708 4.920 0.00
H 0.746 -0.772 3.588 0.00
H 1.173 0.778 4.316 0.00
H -3.870 -3.728 2.994 0.00
H -5.896 -4.978 2.289 0.00
H -6.460 -5.152 -0.106 0.00
H -5.029 -4.082 -1.809 0.00
H -3.014 -2.844 -1.119 0.00
H 1.848 0.492 -1.973 0.00
H 2.679 1.980 -2.390 0.00
H 1.298 1.477 -3.335 0.00
H 0.564 3.743 -2.996 0.00
H -0.715 5.726 -2.895 0.00
H -0.534 6.525 -1.322 0.00
H -2.046 5.704 -1.752 0.00
H -1.292 4.772 0.693 0.00
H -0.983 3.613 2.563 0.00
H 0.295 2.426 2.720 0.00
H -1.342 1.912 2.299 0.00
H 2.932 -0.691 -0.941 0.00
H 4.660 -0.971 -0.848 0.00
H 4.057 0.659 -1.112 0.00
H 5.986 0.056 0.963 0.00
```

multiplicity = 2
HOMO level (alpha / beta) = -10.81 / -10.60 eV
total charge = +1
Kohn-Sham gap (alpha / beta) = 5.356 / 3.868 eV